#1
Below is the molecule C3H3N3O2, with properties calculated with the ωB97M-V functional and the def2-TZVPD basis.

Values from the calculation:
- structure (SMILES) = C=COc1nnno1
- frontier orbital gap (eV) = 10.77

Last column: Löwdin charge in e.
Atoms and positions in Å:
C -0.96 -0.14 -0.09  -0.451
N -1.55 -1.99 0.49  0.008
H 1.35 1.97 -0.91  0.124
C 0.94 1.13 -0.34  -0.177
H 0.99 -0.12 1.15  0.056
O -0.47 1.01 -0.58  0.047
N -2.22 -1.84 -0.56  0.101
O -1.89 -0.43 -1.10  0.047
N -0.54 -1.00 0.77  0.122
C 1.64 0.54 0.53  0.020
H 2.71 0.86 0.64  0.103

#2
Below is the molecule C3H3N3O2, with properties calculated with the ωB97M-V functional and the def2-TZVPD basis.

Values from the calculation:
- structure (SMILES) = Nc1ncc(=O)on1
- frontier orbital gap (eV) = 7.63

Last column: Löwdin charge in e.
Atoms and positions in Å:
C 1.95 -0.06 0.00  -0.292
N -0.11 -1.39 -0.14  0.157
H 1.33 2.20 -0.61  0.178
O 3.16 -0.45 0.56  0.000
H -2.61 0.61 0.26  0.132
N -0.28 0.91 0.00  0.135
C 1.08 1.05 -0.28  0.048
N -2.12 -0.35 0.29  0.089
C -0.79 -0.27 -0.02  -0.574
O 1.22 -1.10 -0.58  -0.030
H -2.84 -1.14 0.53  0.159

Stability order, top to bottom: #1, #2

#1
Below is a cluster of 2 separate species, C3H3N3O2 in total, with properties calculated with the ωB97M-V functional and the def2-TZVPD basis.

Values from the calculation:
- frontier orbital gap (eV) = 10.12

Last column: Löwdin charge in e.
Atoms and positions in Å:
C -0.80 -0.25 -0.32  -0.413
C -0.29 -1.06 0.84  -0.110
O 1.71 -0.26 0.36  0.009
N -0.21 1.03 -0.28  0.134
H 0.86 2.47 -0.63  0.346
C 1.05 0.92 -0.02  -0.568
O 1.94 1.65 -0.61  0.082
N -1.88 -0.33 -0.97  0.162
H -1.03 -1.76 1.25  0.135
N 0.84 -1.09 1.27  0.154
H -2.19 -1.32 -0.90  0.069

#2
Below is the molecule C3H3N3O2, with properties calculated with the ωB97M-V functional and the def2-TZVPD basis.

Values from the calculation:
- structure (SMILES) = O=Nc1c[nH]c(=O)[nH]1
- frontier orbital gap (eV) = 7.07

Last column: Löwdin charge in e.
Atoms and positions in Å:
N 0.79 0.68 -0.01  0.108
N -0.54 -0.38 1.56  0.122
H -1.94 -1.29 0.26  0.158
H 1.68 1.30 -0.32  0.254
C -0.91 -0.73 0.26  -0.032
O 1.15 1.25 2.25  -0.028
H -0.65 -0.53 2.53  0.140
C -0.03 -0.11 -0.66  -0.275
N 0.04 -0.32 -2.24  0.070
C 0.60 0.50 1.38  -0.428
O -1.03 -0.91 -2.68  -0.087

#3
Below is the molecule C3H3N3O2, with properties calculated with the ωB97M-V functional and the def2-TZVPD basis.

Values from the calculation:
- structure (SMILES) = O=C1NN=N/C1=C\O
- frontier orbital gap (eV) = 8.74

Last column: Löwdin charge in e.
Atoms and positions in Å:
C 1.28 -0.61 -0.73  -0.057
N -1.44 1.40 0.07  0.000
N -1.65 0.41 0.94  0.010
H 1.27 0.62 -2.19  0.185
C -0.62 -0.53 1.05  -0.483
O -0.45 -1.36 1.86  0.121
H 1.82 -1.64 -0.47  0.182
C 0.16 -0.17 -0.14  -0.201
N -0.51 0.96 -0.64  0.012
H -1.91 0.94 2.01  0.260
O 2.04 -0.02 -1.76  -0.029

Stability order, top to bottom: #3, #2, #1

#1
Below is a cluster of 11 separate species, C11H44N22O11 in total, with properties calculated with the ωB97M-V functional and the def2-TZVPD basis.

Values from the calculation:
- structure (SMILES) = NC(N)=O.NC(N)=O.NC(N)=O.NC(N)=O.NC(N)=O.NC(N)=O.NC(N)=O.NC(N)=O.NC(N)=O.NC(N)=O.NC(N)=O
- frontier orbital gap (eV) = 9.12

Last column: Löwdin charge in e.
Atoms and positions in Å:
H -20.47 21.01 -0.67  0.095
H -28.45 26.41 -6.06  0.110
C -25.49 27.78 -1.66  -0.836
C -25.24 21.67 1.05  -0.875
H -26.30 20.40 -4.72  0.057
O -22.12 28.00 0.96  -0.021
H -23.42 20.15 -8.23  0.123
N -24.57 22.70 0.89  0.181
O -27.98 23.19 -7.16  0.010
H -25.61 27.76 -3.49  0.083
H -24.71 21.23 -8.71  0.119
H -25.41 17.95 -2.86  0.104
N -21.88 18.60 -1.68  0.187
N -24.82 20.74 0.22  0.181
H -23.68 21.56 -2.84  0.057
N -24.60 18.26 -3.36  0.149
N -28.40 23.12 -5.01  0.173
N -25.45 27.12 -5.93  0.155
N -25.08 21.47 -7.80  0.183
N -29.81 22.03 -6.40  0.151
H -30.36 21.59 -5.68  0.094
H -22.45 22.78 0.64  0.079
H -24.49 29.06 -2.83  0.120
H -24.27 21.03 -0.58  0.058
H -28.83 22.70 -4.20  0.114
N -23.67 20.19 -7.25  0.168
H -24.80 22.40 -3.93  0.078
C -28.64 22.73 -6.24  -0.724
N -22.89 25.96 0.40  0.172
H -21.91 25.07 2.28  0.092
O -23.31 23.36 -1.45  0.021
H -21.32 24.08 0.24  0.100
N -22.91 17.77 -4.69  0.177
H -23.32 19.43 -6.67  0.098
H -25.45 19.94 0.18  0.109
O -26.12 26.77 -1.49  0.054
C -23.81 17.29 -3.93  -0.768
H -21.17 17.89 -1.53  0.134
N -25.23 28.37 -2.78  0.177
H -27.47 27.60 -7.01  0.097
H -19.98 19.36 -0.55  0.117
O -21.06 22.61 2.73  0.085
O -22.63 20.69 -1.77  0.006
N -19.52 23.18 1.37  0.171
H -26.06 21.72 -7.78  0.110
H -24.69 19.16 -3.80  0.069
O -24.84 21.19 -5.56  -0.010
H -22.69 18.74 -4.51  0.109
N -21.52 23.18 0.65  0.162
C -26.50 26.41 -5.59  -0.674
H -25.53 27.89 -6.58  0.113
N -20.56 20.06 -0.99  0.175
O -23.96 16.12 -3.64  0.050
H -18.77 23.25 2.04  0.122
H -22.82 18.42 -1.99  0.086
C -20.76 22.94 1.64  -0.879
H -24.96 23.52 1.33  0.142
N -26.92 19.62 -4.51  0.151
O -26.03 21.49 1.90  0.080
N -24.27 22.35 -3.07  0.185
N -27.59 26.83 -6.36  0.160
C -21.76 19.85 -1.52  -0.722
H -22.19 17.16 -5.05  0.132
H -24.55 26.72 -5.73  0.127
N -21.67 26.04 2.11  0.171
H -24.85 25.19 -2.26  0.084
N -28.33 18.05 -4.79  0.160
H -24.04 22.81 0.04  0.043
H -27.57 23.70 -4.95  0.073
C -22.17 26.76 1.13  -0.728
H -25.25 27.98 0.09  0.132
H -30.04 21.66 -7.31  0.101
H -28.83 17.40 -5.39  0.124
H -28.34 18.05 -3.78  0.109
H -25.26 24.42 -3.68  0.076
N -24.89 28.44 -0.73  0.172
H -26.97 19.35 -3.54  0.091
O -27.43 18.91 -6.62  0.029
H -19.25 23.40 0.42  0.110
N -24.67 24.39 -2.86  0.215
H -21.12 26.46 2.85  0.120
C -24.54 20.98 -6.75  -0.718
O -26.54 25.52 -4.76  0.025
H -23.43 26.49 -0.26  0.094
H -24.51 29.36 -0.84  0.130
H -22.73 24.96 0.42  0.056
C -23.97 23.42 -2.43  -0.802
C -27.58 18.90 -5.41  -0.768

#2
Below is a structure of composition C11H44N22O11, with properties calculated with the ωB97M-V functional and the def2-TZVPD basis.

Values from the calculation:
- frontier orbital gap (eV) = 7.15

Last column: Löwdin charge in e.
Atoms and positions in Å:
H -0.92 1.57 1.31  0.080
H 1.71 1.09 4.16  0.140
H -2.35 2.53 0.89  0.148
H -0.67 -0.02 -1.21  -0.061
H 2.39 2.25 -1.85  0.045
H 0.93 -2.67 -0.85  0.086
N 0.52 -3.39 -3.13  0.185
N 1.64 1.53 3.25  0.180
O 0.97 1.02 1.28  -0.047
C -1.72 -3.44 3.55  -0.697
O 0.29 -1.44 3.35  0.071
H 0.97 -4.00 -3.80  0.135
O -1.19 -3.24 4.62  0.026
H 0.58 -0.57 -1.82  0.088
H -3.27 -4.37 2.45  0.106
N 0.00 0.54 -0.70  0.171
H -1.41 -2.04 -0.63  -0.071
H 1.69 4.03 4.79  0.108
C 3.03 1.47 -0.09  -0.721
H -0.64 1.90 -5.91  0.105
C -0.51 -0.77 3.94  -0.711
N 2.35 4.04 -3.10  0.214
O 3.59 0.54 0.44  0.076
N -2.74 -1.13 -3.27  0.245
C 1.54 2.77 3.21  -0.685
N -1.35 2.40 0.92  0.224
N 0.55 3.32 0.51  -0.030
O 1.20 2.23 -3.75  0.068
H 0.05 -1.05 2.08  -0.016
N 0.77 3.20 -1.76  0.180
N -1.79 -2.15 -1.56  0.101
H -1.81 -0.63 5.48  0.120
N 1.80 3.07 4.47  0.146
H -0.48 0.88 2.90  0.076
H -0.87 -2.14 5.38  0.047
H -2.87 -0.27 -3.79  -0.068
H -1.82 -5.05 0.51  0.128
N -2.70 -4.28 3.28  0.179
H 2.40 3.41 0.04  0.115
C -0.60 -3.74 0.08  -0.568
H -0.97 -1.87 2.78  0.024
N 0.59 -3.55 -0.49  0.230
O 2.29 -2.16 -2.77  0.087
N -0.81 -4.96 0.48  0.217
H 0.33 1.44 -1.02  0.060
H -2.61 -2.00 -3.76  0.128
H -1.84 -2.85 1.63  0.071
H 0.89 2.51 1.01  0.028
O -2.27 0.50 -4.52  0.112
O 1.52 3.52 2.24  0.010
H 0.24 2.39 -1.50  0.074
H 1.12 4.10 0.23  0.107
N 2.79 1.45 -1.37  0.191
C -2.16 -1.04 -2.10  -0.612
H 1.72 2.41 5.23  0.102
C -1.19 0.88 -4.24  -0.667
N 2.44 2.50 0.48  0.082
H -1.63 0.87 4.17  0.133
H -0.45 -3.58 -2.95  0.099
N -1.07 0.34 3.52  0.209
H 2.35 2.43 1.48  0.076
C -0.78 3.46 0.67  -0.750
N -0.35 1.57 -5.00  0.177
H 1.56 1.17 2.32  -0.054
H -0.66 -1.74 -2.27  -0.001
N 0.31 -1.48 -2.17  0.143
H 1.17 3.87 -1.11  0.096
H 1.24 -4.32 -0.60  0.141
H 2.37 4.93 -2.62  0.131
N -1.15 -1.24 5.01  0.173
H -0.14 -5.70 0.35  0.135
H 2.92 3.95 -3.93  0.137
H -2.86 -5.00 3.97  0.111
N -0.57 0.74 -3.14  0.173
N -1.40 -2.75 2.54  0.193
O -1.57 -2.92 0.06  -0.069
H 0.36 2.05 -4.46  -0.146
C 1.12 -2.36 -2.68  -0.849
C 1.38 3.16 -2.94  -0.592
H -1.91 -3.05 -1.99  0.154
O -1.82 0.01 -1.59  0.119
N -0.13 -0.86 1.10  0.265
O -1.29 4.55 0.43  0.017
H -0.77 -1.47 0.61  0.078
H -1.24 0.36 -2.49  -0.113
C 0.30 0.28 0.59  -0.543
H 3.14 0.66 -1.88  0.131
H 0.21 1.35 -2.95  0.067

Stability order, top to bottom: #1, #2

#1
Below is a cluster of 3 separate species, C2H6N4O2 in total, with properties calculated with the ωB97M-V functional and the def2-TZVPD basis.

Values from the calculation:
- frontier orbital gap (eV) = 8.26

Last column: Löwdin charge in e.
Atoms and positions in Å:
H -1.06 3.15 -1.20  0.239
O 2.13 0.32 -0.09  0.023
H 1.08 -2.05 1.23  0.160
N -1.51 -0.30 -0.30  0.044
H -0.49 2.46 1.01  0.186
C 0.89 0.31 -0.41  -0.341
N -0.25 -0.51 0.16  -0.126
H 1.17 2.05 -1.47  0.107
C 0.10 -1.65 0.87  -0.203
H -2.02 -1.05 0.13  0.063
N 0.51 1.47 -1.08  -0.093
H -1.69 0.69 0.25  0.128
N -0.58 1.99 -0.57  -0.155
O -0.89 -2.30 1.31  -0.033

#2
Below is the molecule C2H6N4O2, with properties calculated with the ωB97M-V functional and the def2-TZVPD basis.

Values from the calculation:
- structure (SMILES) = [H]/N=N\N(C)OC(N)=O
- frontier orbital gap (eV) = 10.23

Last column: Löwdin charge in e.
Atoms and positions in Å:
H 0.99 -0.91 1.97  0.097
O -2.10 -2.18 -0.87  0.111
H 1.96 0.46 1.32  0.081
N 0.12 0.14 0.43  -0.212
O -0.79 -0.93 0.39  0.036
N 0.15 2.42 -0.07  0.066
H 1.06 2.52 0.40  0.052
H 0.54 0.80 2.34  0.096
N -0.39 1.32 -0.08  -0.071
C -1.19 -1.40 -0.84  -0.611
C 0.96 0.11 1.59  -0.030
N -0.50 -0.97 -1.91  0.183
H -0.84 -1.27 -2.81  0.120
H 0.04 -0.11 -1.87  0.084

Stability order, top to bottom: #2, #1